(1)
13
Properties=species:S:1:pos:R:3 method="wB97M-V/def2-TZVPD" e_tot_ha=-249.396798 smiles="C1=C[C@@H]2N[C@@H]2C1" spin_multiplicity=1 lumo_energy_ev=1.16 charge=0
H 0.37 -1.93 -0.48
H -1.61 -1.54 0.96
H 1.24 2.15 0.06
C 1.25 -0.10 0.36
N -1.11 -0.66 0.87
H 1.49 -0.19 1.41
H -1.22 2.02 -0.74
C -1.05 -0.23 -0.50
C 0.14 -0.97 -0.04
H 2.16 -0.32 -0.20
C -0.61 1.18 -0.44
C 0.67 1.23 -0.04
H -1.74 -0.62 -1.23

(2)
57
Properties=species:S:1:pos:R:3 method="wB97M-V/def2-TZVPD" e_tot_ha=-1659.330273 spin_multiplicity=1 lumo_energy_ev=-1.13 charge=0
H -6.67 -2.43 0.83
H -6.04 -3.94 1.20
C -1.40 0.53 -1.02
O 0.54 3.61 -0.68
C 5.04 -1.17 -0.66
H 3.75 0.22 2.15
C -2.69 2.45 -1.33
H -4.17 0.68 -2.28
H -5.28 -0.49 2.06
H 6.10 -2.90 -1.78
O -1.27 -0.80 -1.39
C 4.64 3.02 0.53
C 2.63 -1.14 -0.97
C -0.32 2.93 -0.81
C -3.73 0.16 -1.49
H 6.03 -0.59 -0.35
C 3.03 0.58 1.56
H -1.77 4.04 -0.83
H -3.79 -0.93 2.88
H 2.21 0.02 1.42
H -3.42 -0.63 -2.04
C -3.54 -0.76 0.78
C -5.71 -3.00 0.97
H 3.96 3.19 0.01
H 2.09 2.51 1.11
C 1.18 0.87 -0.92
N -2.59 0.96 -1.16
H 5.70 0.94 1.03
C 2.83 1.85 1.93
H 5.57 3.50 0.93
C 3.92 -3.05 -1.84
H 0.51 -0.96 -1.15
C -4.42 -0.20 -0.40
N -1.53 3.14 -0.97
C 5.23 -2.31 -1.52
H -5.15 -2.97 0.04
H -5.18 -0.77 -0.47
C -4.25 -1.06 2.00
H -3.85 -3.33 2.06
H 5.45 1.56 -0.51
H 2.42 2.18 2.90
N 3.69 0.76 0.32
H -5.12 -2.79 2.87
H -4.73 0.82 0.19
H 1.82 -2.73 -2.10
C 5.02 1.56 0.35
S -4.18 3.20 -1.45
H -2.77 0.05 1.02
H 3.98 -3.93 -2.16
H 2.06 1.40 -0.67
C -4.66 -2.64 2.02
N 1.43 -0.52 -1.18
C 2.79 -2.51 -1.68
C 3.82 -0.55 -0.64
C -0.10 1.12 -1.13
H -3.24 -1.53 0.41
O 4.09 2.81 2.01

(3)
11
Properties=species:S:1:pos:R:3 method="wB97M-V/def2-TZVPD" e_tot_ha=-455.162485 spin_multiplicity=1 lumo_energy_ev=3.91 charge=-1
O -1.87 2.70 -1.51
H 0.28 0.57 1.73
H 0.09 -1.08 -0.53
C -0.74 0.99 -0.81
C -2.40 1.63 -2.08
H 1.36 0.13 -0.44
O -1.75 0.52 -1.75
C -0.76 2.36 -0.71
O 0.16 -0.30 1.25
C 0.28 -0.10 -0.17
O -3.28 1.65 -2.94

(4)
85
Properties=species:S:1:pos:R:3 method="wB97M-V/def2-TZVPD" e_tot_ha=-13843.874063 spin_multiplicity=1 lumo_energy_ev=2.19 charge=-2
C 1.53 1.52 -4.96
N 7.77 1.92 7.04
N -2.10 -0.16 1.95
H -0.71 -0.74 -3.86
Se -3.16 -2.06 -3.21
C 0.40 -3.17 -2.80
H -2.34 -1.93 3.00
C -2.65 5.06 -0.91
C 4.11 1.56 3.15
H -3.41 5.73 -0.54
C 3.38 1.58 0.78
H -3.71 3.54 1.32
S -5.12 -5.19 -0.65
Se -3.62 1.70 -4.67
H 3.52 1.76 -4.18
C -1.41 2.95 -0.79
K -1.83 -0.83 -0.77
C -2.26 2.05 0.95
C 2.47 0.18 -3.20
H 4.30 1.94 0.38
C -1.00 4.44 -2.58
C 4.04 0.73 4.29
C -0.71 3.25 -1.96
H 1.64 2.33 -5.67
C -1.09 -5.21 1.86
C 1.28 -0.54 -3.10
H 1.05 -3.34 -3.67
N -2.86 3.28 0.85
Sb -4.64 -0.04 -3.22
H 1.91 -2.23 1.92
N -3.76 -3.21 0.28
H 0.00 2.55 -2.36
C 1.92 0.89 2.25
H -4.12 2.17 3.18
H 2.67 -3.35 -1.06
H -2.15 6.25 -2.61
H -6.37 -2.79 -1.49
P 1.00 -1.77 -1.79
C -3.62 -5.50 0.16
C 5.14 2.51 3.07
S 0.47 -4.67 2.40
H 6.85 3.36 4.00
C 6.97 1.86 6.20
H 1.46 0.69 3.19
C -4.84 -3.45 -0.37
H 3.30 -0.04 -2.54
H -0.50 4.69 -3.51
C 2.74 -2.38 -1.54
C -1.95 5.33 -2.07
H 3.25 -0.01 4.36
C 6.07 2.62 4.07
C 2.59 1.21 -4.12
C 2.23 1.16 0.17
H 0.38 -4.06 -2.17
H 5.18 3.16 2.21
N -1.37 1.84 0.01
N 3.18 1.40 2.13
H -0.62 -2.97 -3.13
C -1.74 -4.22 1.19
C 4.96 0.83 5.29
H 3.27 -1.69 -0.89
C 0.10 -3.10 1.65
N -5.78 -2.58 -0.71
C 0.22 -0.20 -3.94
H 0.67 -1.20 1.30
C -2.60 -0.91 2.85
Se -4.81 0.79 -0.82
N 0.93 -2.05 1.79
H 1.98 1.14 -0.87
H -5.51 -1.59 -0.63
H -1.40 -6.21 2.07
C 6.01 1.78 5.20
C -3.55 1.29 2.95
C 0.35 0.81 -4.87
N 1.34 0.73 1.10
N -1.05 -3.05 1.09
C -2.37 3.86 -0.28
H 3.26 -2.48 -2.49
S -3.78 -0.14 3.86
H -0.50 1.07 -5.49
Se -6.88 -0.86 -3.91
C -3.05 -4.33 0.56
H -3.25 -6.50 0.24
H 4.91 0.19 6.15
C -2.62 1.09 1.96

(5)
47
Properties=species:S:1:pos:R:3 method="wB97M-V/def2-TZVPD" e_tot_ha=-1107.567514 smiles="CC(C)NC(N)=O.O.O.O.O.O.O.O.O.O.O" spin_multiplicity=1 lumo_energy_ev=-0.09 charge=0
H 0.28 -3.22 -1.50
O 2.97 -1.40 0.06
O -2.67 2.92 2.01
H 0.55 2.19 0.31
H 3.70 -1.76 -0.47
H -0.04 1.76 1.85
H -0.78 -2.92 1.01
H -0.93 0.57 -2.33
N -1.60 -2.49 1.38
H 0.69 3.85 -0.78
O 1.53 -4.62 -1.56
H -1.88 2.77 2.55
H 0.87 0.55 1.11
C -1.92 -1.16 1.28
H -2.67 0.24 -1.87
H -2.11 3.67 0.30
H 0.36 -0.47 2.76
O 0.94 -1.14 3.11
O 1.20 -3.33 0.90
H 1.85 -1.03 2.82
O -1.32 3.95 -0.21
H 3.10 -0.45 -0.13
H -1.07 -2.93 -2.03
H -0.87 -1.20 -0.46
H -4.08 -0.28 -1.83
C 0.17 1.32 0.89
H 3.74 1.66 -1.82
H -0.28 2.05 -1.73
O -2.57 -0.50 2.10
H -2.29 -3.11 1.78
H 1.53 -4.39 -0.61
H 2.11 -3.90 -1.86
H 1.83 3.28 -1.66
H 0.70 0.67 -1.57
C -0.36 0.97 -1.48
H -3.06 2.03 2.02
H 3.66 2.43 -0.44
C -0.94 0.87 -0.05
H 1.70 -3.86 1.53
O 3.70 1.56 -0.87
O 1.56 4.05 -1.16
H -1.73 4.47 -0.92
O -0.18 -2.55 -2.03
H 1.46 -2.39 0.96
H -1.94 1.29 0.13
N -1.32 -0.58 0.21
O -3.57 0.53 -1.70

(6)
20
Properties=species:S:1:pos:R:3 method="wB97M-V/def2-TZVPD" e_tot_ha=-899.884945 smiles="C/C(O)=C(/C)Cl.CC#[N+][O-]" spin_multiplicity=1 lumo_energy_ev=0.46 charge=0
H -1.56 3.31 -0.39
C 0.80 0.11 -1.64
H -1.00 2.19 -1.58
Cl 2.07 0.76 0.74
H 1.31 -0.58 -2.39
H -0.23 -2.09 -1.26
O -1.85 -0.42 1.83
H 0.74 -2.83 1.86
H -0.30 -1.43 2.22
H -0.22 -0.13 -2.07
N -1.57 0.47 1.08
O -0.35 -2.18 -0.25
C -1.45 1.17 0.15
H 0.01 2.73 -0.19
C 0.50 -1.32 0.37
H 1.01 1.08 -1.85
C 0.93 -0.22 -0.21
C 0.62 -1.69 1.84
C -0.93 2.33 -0.51
H 1.46 -1.28 2.27